Below is a molecular structure, C40H43BCl5F5GeKN4O4S2Se, with properties calculated with wB97M-V/def2-TZVPD.

Summary:
ΔE to the lowest compared entry with this formula, charge and spin	0.811	eV
energy	-10770.16309	Ha
2S+1	2
LUMO (spin up / spin down)	0.1283 / 0.1282	hartree
frontier orbital gap (spin up / spin down)	3.41 / 6.19	eV
net charge	-2

Structure (XYZ):
```
107
Properties=species:S:1:pos:R:3:forces:R:3:mulliken_spin:R:1
K 1.5142 -0.4412 0.7659 0.1 0.1 -0.3 0.02
O 0.2520 -6.2970 5.3431 0.0 0.0 0.0 0.00
C 1.0343 -6.3715 4.1519 0.0 0.0 0.0 -0.02
C 0.9864 -5.0876 3.3752 0.1 -0.1 -0.1 -0.05
C 1.8378 -4.9649 2.2507 -0.1 0.0 0.0 0.23
C 1.7945 -3.7697 1.5613 0.0 0.1 0.0 -0.09
N 1.0136 -2.7390 1.8597 0.0 -0.3 0.2 0.14
C 0.1484 -2.8578 2.9210 0.1 -0.2 -0.1 0.09
C 0.1567 -4.0596 3.7009 -0.1 0.2 0.0 0.10
C -0.7625 -1.7913 3.1676 -0.2 0.2 0.0 0.12
C -1.7757 -1.8667 4.1711 0.1 -0.1 -0.1 0.05
C -2.7106 -0.8780 4.3055 -0.1 0.1 0.0 0.01
C -3.8166 -0.9898 5.3148 0.0 -0.1 0.0 -0.02
O -4.8191 -1.9503 4.9290 0.0 0.1 0.0 0.00
C -2.6544 0.2386 3.4409 0.0 -0.1 0.0 0.24
C -1.6084 0.2773 2.5330 0.0 0.1 0.0 -0.09
N -0.6875 -0.6595 2.3754 -0.1 -0.2 0.2 0.17
H 0.4608 -7.0683 5.8744 0.0 0.0 0.0 0.00
H 0.6650 -7.1876 3.5159 0.0 0.0 0.0 0.00
H 2.0797 -6.5959 4.3975 0.0 0.0 0.0 0.00
H 2.5129 -5.7558 1.9489 0.0 0.0 0.0 0.04
H 2.4434 -3.6335 0.6966 0.0 0.0 0.0 -0.01
H -0.4851 -4.1596 4.5627 0.0 0.0 0.0 0.03
H -1.8218 -2.7196 4.8360 0.0 0.0 0.0 0.04
H -4.2917 -0.0124 5.4465 0.0 0.0 0.0 0.00
H -3.4377 -1.3169 6.2855 0.0 0.0 0.0 0.00
H -4.7361 -2.0410 3.9740 0.0 -0.1 0.0 0.00
H -3.3539 1.0602 3.5218 0.0 0.0 0.0 0.02
H -1.5013 1.1459 1.8862 0.0 0.0 0.0 -0.03
F 4.6082 -5.2220 -3.5529 0.0 0.0 0.0 0.00
C 4.6244 -4.2048 -2.6708 0.0 0.0 0.0 0.00
C 3.5579 -3.3331 -2.5668 0.1 0.0 0.1 0.00
F 2.4813 -3.4922 -3.3572 0.0 0.0 0.0 0.00
C 3.6064 -2.2984 -1.6512 -0.2 0.0 -0.1 0.00
F 2.5161 -1.5014 -1.6169 0.0 0.0 0.0 0.00
C 4.6774 -2.0493 -0.7875 0.0 0.4 0.3 0.00
S 4.6964 -0.7411 0.3729 0.1 -0.4 -0.4 0.00
C 5.7312 -2.9589 -0.9384 0.1 -0.1 0.0 0.00
F 6.8344 -2.8471 -0.1837 0.0 0.0 0.0 0.00
C 5.7135 -4.0048 -1.8422 0.0 0.0 0.0 0.00
F 6.7609 -4.8458 -1.9300 0.0 0.0 0.0 0.00
Cl 0.0966 3.5755 3.7956 0.1 0.0 0.6 0.00
Ge 1.4855 1.8749 3.0994 0.3 0.4 0.1 0.01
Cl 3.2794 3.3021 2.5883 -0.1 0.0 0.0 0.00
Cl 2.2812 1.2426 5.1264 -0.1 0.0 0.0 0.00
C 1.0533 7.8402 1.4938 0.0 0.0 0.0 0.00
C 0.3078 7.6324 0.1699 0.0 -0.1 0.0 0.00
C 1.2373 8.0733 -0.9630 0.0 0.1 0.0 0.00
C -0.9422 8.5218 0.1494 0.0 0.0 0.0 0.00
C -0.1170 6.1688 0.0146 -0.1 0.0 0.0 0.00
C -0.6936 5.4954 1.0958 0.0 0.1 -0.1 0.00
C -1.0920 4.1636 1.0299 -0.2 0.0 -0.2 0.00
C -0.8933 3.5296 -0.1697 -0.1 0.0 0.1 0.00
O -1.1499 2.2118 -0.5037 0.1 0.0 -0.1 0.00
B -0.6666 2.0925 -1.7925 0.2 -0.1 -0.2 0.00
O -0.2182 3.2952 -2.3134 -0.3 -0.1 0.0 0.00
C -0.3460 4.1791 -1.2541 0.1 0.1 -0.2 0.00
C 0.0480 5.4941 -1.2019 0.1 0.0 0.1 0.00
H 1.3458 8.8902 1.5850 0.0 0.0 0.0 0.00
H 1.9529 7.2253 1.5406 0.0 0.0 0.0 0.00
H 0.4418 7.5908 2.3593 0.0 0.0 0.0 0.00
H 1.6128 9.0786 -0.7570 0.0 0.0 0.0 0.00
H 0.7217 8.1084 -1.9250 0.0 0.0 0.0 0.00
H 2.0952 7.4058 -1.0589 0.0 0.0 0.0 0.00
H -0.6657 9.5748 0.2562 0.0 0.0 0.0 0.00
H -1.6182 8.2604 0.9657 0.0 0.0 0.0 0.00
H -1.4885 8.4023 -0.7887 0.0 0.0 0.0 0.00
H -0.8153 6.0060 2.0403 0.0 0.0 0.0 0.00
H -1.4824 3.6405 1.8917 0.0 0.1 -0.1 0.00
H 0.5097 5.9520 -2.0637 0.0 0.0 0.0 0.00
C -3.1237 -5.4100 -1.6716 0.0 0.0 0.0 0.00
N -2.4916 -4.1210 -1.9221 0.0 0.0 0.0 0.00
C -1.1721 -4.2691 -2.5114 0.0 0.0 0.0 -0.01
C -2.6441 -3.1363 -0.9518 -0.1 -0.1 0.0 0.01
S -1.3906 -2.3182 -0.2857 0.2 0.0 0.0 -0.02
N -3.9482 -2.9340 -0.5566 0.0 0.1 0.0 0.00
C -5.0199 -2.9590 -1.5376 0.0 0.0 0.0 0.00
C -4.1947 -2.0124 0.5402 0.0 0.0 0.0 0.01
H -2.4462 -6.0606 -1.1044 0.0 0.0 0.0 0.00
H -3.3638 -5.9018 -2.6169 0.0 0.0 0.0 0.00
H -4.0359 -5.2862 -1.0964 0.0 0.0 0.0 0.00
H -1.2705 -4.8888 -3.4051 0.0 0.0 0.0 0.00
H -0.4632 -4.7368 -1.8189 0.0 0.0 0.0 0.00
H -0.7694 -3.2979 -2.7856 0.0 0.0 0.0 0.00
H -4.6772 -3.4211 -2.4586 0.0 0.0 0.0 0.00
H -5.3410 -1.9353 -1.7616 0.0 0.0 0.0 0.00
H -5.8843 -3.5120 -1.1593 0.0 0.0 0.0 0.00
H -3.4930 -2.1855 1.3538 0.0 0.0 0.0 -0.01
H -5.2169 -2.1733 0.8903 0.0 0.0 0.0 0.00
H -4.0766 -0.9693 0.2275 0.0 0.0 0.0 0.00
Cl 4.6036 3.8035 -1.8857 -0.1 -0.1 0.1 0.00
C 4.0269 2.5263 -0.7715 0.0 0.0 0.0 0.00
Cl 2.3774 2.0098 -1.1879 0.2 0.1 -0.1 0.00
H 4.0035 2.9259 0.2372 0.0 0.0 0.0 0.00
H 4.6627 1.6516 -0.8574 0.0 0.0 0.0 0.00
Se -0.4732 0.3164 -2.5783 -0.5 0.0 0.2 0.00
C 0.0401 0.6930 -4.3793 0.2 0.0 0.1 0.00
C 1.1182 -0.0305 -4.8757 0.1 0.0 -0.2 0.00
C 1.4919 0.1092 -6.2067 0.0 0.0 0.1 0.00
C 0.7978 0.9773 -7.0354 0.0 0.0 -0.1 0.00
C -0.2733 1.7047 -6.5333 0.0 0.0 0.0 0.00
C -0.6601 1.5590 -5.2083 0.0 0.1 -0.1 0.00
H 1.6716 -0.6966 -4.2250 0.0 0.0 0.0 0.00
H 2.3329 -0.4565 -6.5868 0.0 0.0 0.0 0.00
H 1.0930 1.0914 -8.0712 0.0 0.0 0.0 0.00
H -0.8169 2.3841 -7.1783 0.0 0.0 0.0 0.00
H -1.4988 2.1237 -4.8230 0.0 0.0 0.0 0.00
```
Forces are in eV/Å.